No. 1
Below is an isolated molecule of C10H18N2O2S in a non-equilibrium geometry, with properties calculated with wB97M-V/def2-TZVPD.

Atoms and positions in Å:
C -0.06547 1.80029 1.36403
C -0.31224 1.23435 -0.03581
C -1.83823 1.36589 -0.04800
C 0.52414 2.12090 -0.97282
C 0.22577 -0.21434 0.20022
S 2.07963 -0.15708 0.10806
N 2.46607 -1.78558 0.43771
O 2.63394 0.03197 -1.21399
O 2.75988 0.68294 1.12935
C -0.13062 -0.83366 1.53140
C -1.08827 -1.77579 1.56410
C -1.96096 -1.99920 0.40672
C -1.44464 -1.91391 -0.81142
C -0.09956 -1.25411 -0.98397
N 0.06669 -0.85083 -2.32015
H -0.62364 2.80914 1.35899
H 0.97687 2.21090 1.57898
H -0.45334 1.23768 2.24610
H -2.22865 2.32816 -0.04189
H -2.29212 0.86117 -0.99322
H -2.30029 0.75693 0.75575
H -0.07644 3.01131 -1.30749
H 0.95174 1.54580 -1.89229
H 1.37612 2.69456 -0.54083
H 3.16153 -2.02953 -0.23117
H 2.53549 -1.86128 1.41087
H 0.60741 -0.47791 2.21611
H -1.25773 -2.23593 2.42651
H -2.90827 -2.41081 0.47655
H -2.05266 -2.19665 -1.62975
H 0.76726 -2.09815 -0.99843
H -0.78070 -0.36490 -2.63876
H 0.78132 -0.23234 -2.55147

The value obtained for the energy above the lowest of the compared OMol25 structures with the same formula, charge and spin is 93.5 kcal/mol. The calculation puts the maximum force at 5.371 eV/Å. The HOMO energy comes out at -8.60 eV. The energy is -28568.4839 eV. As for the LUMO energy: 0.44 eV. The orbital gap comes out at 9.038 eV.


No. 2
Below is a structure of composition H22Mg2O27S4 in a non-equilibrium geometry, with properties calculated with wB97M-V/def2-TZVPD.

Atoms and positions in Å:
Mg -3.86505 2.71393 0.46988
Mg 2.09897 -3.43128 -1.51712
S -2.67345 6.50679 4.13063
O -3.29569 5.92758 5.36696
O -1.31058 6.97700 4.38522
O -2.70959 5.56052 3.03979
O -3.61008 7.57684 3.74991
S 0.75086 -0.19014 1.12548
O 1.29332 -0.23546 -0.22146
O -0.59493 0.37327 0.93546
O 0.76790 -1.65085 1.29980
O 1.50146 0.51818 2.13936
S 3.10585 -3.92965 -6.74889
O 3.77406 -2.92058 -7.55216
O 3.71964 -5.25364 -6.98665
O 3.25976 -3.63604 -5.29065
O 1.70979 -3.98516 -7.01148
S -2.89235 -3.76268 -3.82529
O -3.01091 -4.95084 -4.65159
O -3.99173 -3.49841 -2.94140
O -1.62661 -3.81433 -3.09716
O -2.88527 -2.76510 -4.89634
O 0.38546 2.05462 6.32572
H 1.00904 1.91642 5.61279
H -0.47305 2.01913 5.90391
O -3.06856 -3.88751 1.63592
H -2.18431 -3.52560 1.57821
H -3.50806 -3.57452 0.84529
O 5.17413 -3.40776 0.17397
H 5.37532 -2.54358 0.53309
H 5.95313 -3.93209 0.35964
O 3.27544 4.90672 3.81505
H 2.48156 5.41651 3.97662
H 2.95701 4.05486 3.51643
O 4.09654 3.29119 -2.27441
H 3.56484 2.51393 -2.10296
H 3.45970 3.99478 -2.39947
O -2.55329 4.26063 -2.33069
H -1.76351 4.80095 -2.30745
H -3.12431 4.69735 -2.96270
O 6.02057 -0.39036 3.39903
H 5.15809 -0.09521 3.69101
H 6.35390 -0.91484 4.12709
O -5.76000 0.31539 2.72737
H -5.55070 0.25907 3.65971
H -6.27892 -0.46915 2.55008
O -0.11590 0.77526 -5.51936
H -0.82999 0.14949 -5.64068
H 0.21943 0.58964 -4.64224
O -5.61553 0.72679 -2.18218
H -5.58412 -0.22663 -2.26118
H -5.55564 1.04437 -3.08316
O 2.60985 -5.54357 4.03287
H 2.24789 -5.04723 3.29880
H 2.10862 -6.35900 4.04161

The value obtained for the energy above the lowest of the compared OMol25 structures with the same formula, charge and spin is 460.8 kcal/mol. The calculation puts the maximum force at 3.783 eV/Å. The HOMO energy comes out at 1.36 eV. The total charge is -4. The energy is -109854.9123 eV. As for the LUMO energy: 2.96 eV. The orbital gap comes out at 1.607 eV.


No. 3
Below is an isolated molecule of C4H8N2O, with properties calculated with wB97M-V/def2-TZVPD.

Atoms and positions in Å:
N 1.87239 0.09927 -1.23470
C 1.76346 -0.65274 -0.11343
O 2.59511 -1.46380 0.25592
C 0.49148 -0.39154 0.69744
N -0.43651 0.49302 0.00916
C -1.64366 0.87864 0.71084
C -1.70191 -0.06763 -0.42968
H 2.72602 0.05608 -1.76727
H 1.17770 0.80839 -1.41717
H 0.05427 -1.36856 0.95477
H 0.80541 0.07736 1.63740
H -1.80512 0.46942 1.70776
H -1.94300 1.91608 0.58161
H -1.89464 -1.11323 -0.18970
H -2.06100 0.25923 -1.40295

The value obtained for the energy above the lowest of the compared OMol25 structures with the same formula, charge and spin is 37.5 kcal/mol. The calculation puts the maximum force at 0.381 eV/Å. The HOMO energy comes out at -9.44 eV. The energy is -9304.7656 eV. As for the LUMO energy: 1.00 eV. The orbital gap comes out at 10.438 eV.